one) Computed, not measured: one molecule with the formula C3H4N2O, with ωB97M-V/def2-TZVPD.

Its molecular weight is 84.08 g/mol. Its frontier orbital gap is 11.5198 eV. The value obtained for the HOMO energy is -10.658 eV. The LUMO energy comes out at 0.862 eV. As for the SMILES: Cc1conn1.

Structure (ORCA input):
```
! wB97M-V def2-TZVPD RIJCOSX def2/J DEFGRID3
* xyz 0 1
C -1.52 -0.11 -0.15
C -0.02 0.12 0.00
C 0.98 0.99 0.14
O 2.30 0.12 0.22
N 1.93 -1.14 0.13
N 0.71 -1.30 0.00
H -1.67 -0.67 -1.08
H -1.82 -0.78 0.67
H -2.19 0.75 -0.15
H 1.31 2.03 0.22
*
```

Here are the natural (NBO) charges for atoms 1 to 6, given in e: atom 1 (C): -0.647, atom 2 (C): 0.039, atom 3 (C): 0.005, atom 4 (O): -0.312, atom 5 (N): 0.158, atom 6 (N): -0.206


two) Computed, not measured: one molecule with the formula C3H4N2O, with ωB97M-V/def2-TZVPD.

Its molecular weight is 84.08 g/mol. Its frontier orbital gap is 9.2850 eV. The value obtained for the HOMO energy is -8.480 eV. The LUMO energy comes out at 0.805 eV. As for the SMILES: Oc1ncc[nH]1.

Structure (ORCA input):
```
! wB97M-V def2-TZVPD RIJCOSX def2/J DEFGRID3
* xyz 0 1
O 2.20 -0.12 -0.18
C 0.85 -0.18 -0.14
N 0.11 -1.25 -0.13
C -1.18 -0.76 0.00
C -1.19 0.59 0.04
N 0.14 0.97 -0.07
H 2.52 -0.99 0.09
H -2.02 -1.44 0.07
H -1.99 1.32 0.10
H 0.55 1.85 0.22
*
```

Here are the natural (NBO) charges for atoms 1 to 6, given in e: atom 1 (O): -0.667, atom 2 (C): 0.619, atom 3 (N): -0.530, atom 4 (C): -0.085, atom 5 (C): -0.131, atom 6 (N): -0.558


Stability, lowest: one)


one) Computed, not measured: one molecule with the formula C3H4N2O, with ωB97M-V/def2-TZVPD.

Its molecular weight is 84.08 g/mol. Its frontier orbital gap is 9.0705 eV. The value obtained for the HOMO energy is -8.781 eV. The LUMO energy comes out at 0.289 eV. As for the SMILES: NC1=C[C@@H]1N=O.

Structure (ORCA input):
```
! wB97M-V def2-TZVPD RIJCOSX def2/J DEFGRID3
* xyz 0 1
N -0.91 0.38 -1.39
C 0.01 -0.06 -0.49
C 0.94 -0.85 -0.07
C 0.80 0.28 0.86
N -0.14 0.28 1.98
O -1.28 0.14 1.60
H -1.84 0.58 -1.05
H -0.88 0.06 -2.35
H 1.62 -1.66 -0.25
H 1.70 0.85 1.17
*
```

Here are the natural (NBO) charges for atoms 1 to 6, given in e: atom 1 (N): -0.820, atom 2 (C): 0.258, atom 3 (C): -0.274, atom 4 (C): -0.217, atom 5 (N): 0.141, atom 6 (O): -0.317


two) Computed, not measured: one molecule with the formula C3H4N2O, with ωB97M-V/def2-TZVPD.

Its molecular weight is 84.08 g/mol. Its frontier orbital gap is 9.0409 eV. The value obtained for the HOMO energy is -8.190 eV. The LUMO energy comes out at 0.851 eV. As for the SMILES: Nc1cnco1.

Structure (ORCA input):
```
! wB97M-V def2-TZVPD RIJCOSX def2/J DEFGRID3
* xyz 0 1
N 1.75 -0.29 0.31
C 0.42 -0.07 0.04
C -0.36 1.04 0.09
N -1.65 0.69 -0.22
C -1.62 -0.58 -0.40
O -0.37 -1.13 -0.28
H 2.16 -1.09 -0.14
H 2.31 0.55 0.22
H -0.15 2.02 0.48
H -2.49 -1.15 -0.11
*
```

Here are the natural (NBO) charges for atoms 1 to 6, given in e: atom 1 (N): -0.812, atom 2 (C): 0.434, atom 3 (C): -0.224, atom 4 (N): -0.416, atom 5 (C): 0.251, atom 6 (O): -0.429


three) Computed, not measured: one molecule with the formula C3H4N2O, with ωB97M-V/def2-TZVPD.

Its molecular weight is 84.08 g/mol. Its frontier orbital gap is 10.2579 eV. The value obtained for the HOMO energy is -9.233 eV. The LUMO energy comes out at 1.025 eV. As for the SMILES: Nc1ccon1.

Structure (ORCA input):
```
! wB97M-V def2-TZVPD RIJCOSX def2/J DEFGRID3
* xyz 0 1
N -1.84 -0.03 -0.27
C -0.48 -0.22 -0.11
N 0.07 -1.40 -0.25
O 1.44 -1.21 -0.09
C 1.66 0.07 0.16
C 0.51 0.77 0.18
H -2.24 0.68 0.33
H -2.38 -0.89 -0.25
H 2.68 0.38 0.34
H 0.60 1.82 -0.04
*
```

Here are the natural (NBO) charges for atoms 1 to 6, given in e: atom 1 (N): -0.801, atom 2 (C): 0.310, atom 3 (N): -0.196, atom 4 (O): -0.281, atom 5 (C): 0.170, atom 6 (C): -0.425


four) Computed, not measured: one molecule with the formula C3H4N2O, with ωB97M-V/def2-TZVPD.

Its molecular weight is 84.08 g/mol. Its frontier orbital gap is 9.0439 eV. The value obtained for the HOMO energy is -8.176 eV. The LUMO energy comes out at 0.868 eV. As for the SMILES: O=c1[nH]cc[nH]1.

Structure (ORCA input):
```
! wB97M-V def2-TZVPD RIJCOSX def2/J DEFGRID3
* xyz 0 1
O 0.29 -0.37 -2.45
C 0.15 -0.20 -1.26
N -1.06 0.07 -0.50
C -0.74 0.31 0.83
C 0.54 0.01 1.02
N 1.08 -0.44 -0.18
H -1.97 0.42 -0.79
H -1.36 0.90 1.49
H 1.14 0.31 1.87
H 2.09 -0.54 -0.18
*
```

Here are the natural (NBO) charges for atoms 1 to 6, given in e: atom 1 (O): -0.609, atom 2 (C): 0.764, atom 3 (N): -0.619, atom 4 (C): -0.098, atom 5 (C): -0.099, atom 6 (N): -0.618


Stability, lowest: one)